Record 1
ORCA calculation (wB97M-V/def2-TZVPD) on a structure of composition C22H42NOP3SYb in a non-equilibrium geometry.

- ⟨S²⟩: 0.78
- E_LUMO (alpha / beta): -8.4 / -10.7 eV
- Multiplicity: 2
- Net charge: +3

XYZ file:
```
71
Properties=species:S:1:pos:R:3:forces:R:3
C 0.8942 2.1326 3.7544 0.10 -0.54 -0.47
C 2.1687 4.3433 -2.3230 -0.03 0.60 0.10
C 3.4695 -2.7903 -0.1518 0.11 0.36 -0.08
H -0.3511 -1.0205 1.8787 0.00 0.19 0.24
H 2.8774 4.7594 -3.0636 -0.36 -0.25 0.25
C 3.4968 1.8546 -3.1656 0.31 -0.25 -0.10
C -2.8556 -2.5285 1.0532 -0.35 0.16 -0.68
P 1.9625 2.5907 -2.5903 0.58 0.70 -0.40
C 0.7931 -3.6954 -0.2010 -0.41 0.33 0.01
H 4.0468 1.4615 -2.3007 -0.02 0.06 -0.19
P 1.9171 -2.5552 -1.1052 0.23 -0.73 -0.38
Yb 0.5090 0.0452 -1.8475 0.37 -0.93 1.20
H 0.9386 -3.5773 0.8808 -0.11 -0.07 -0.27
H 4.1091 2.6389 -3.6403 -0.22 -0.29 0.11
H -0.9543 -3.2521 -7.5042 -0.14 0.04 0.34
H 2.5808 4.5087 -1.3184 -0.08 0.01 -0.24
H 2.4559 -4.6196 -2.2575 0.04 0.22 -0.27
C -1.0560 -2.8919 -6.4781 -0.02 -0.36 -0.35
H 1.3953 -3.5664 -3.2543 0.28 -0.10 0.12
H -3.5176 1.8703 -2.3070 0.18 0.24 0.09
H 1.3286 3.0266 4.1966 -0.17 -0.24 0.01
S 2.0022 0.1026 0.5654 -0.06 0.28 -0.39
H -3.8487 1.4556 0.3463 0.34 -0.10 0.05
H -1.2120 -4.8686 -5.6024 0.15 0.51 0.08
C -1.1113 -1.5160 -6.2395 -0.15 1.43 0.97
H 0.8260 3.0737 -4.6137 0.05 -0.19 0.17
H 3.2569 -2.7684 0.9243 0.09 -0.01 -0.30
H -1.1139 -0.8101 -7.0699 -0.05 -0.25 0.15
H -3.2284 -3.0498 -0.9779 -0.23 0.18 0.42
C -0.0245 -0.1394 2.4290 -0.12 0.24 0.17
H 3.3315 1.0456 -3.9008 0.03 0.34 0.36
C -2.8828 0.9348 0.4270 -0.18 -0.56 0.03
H -2.0916 -3.2933 1.2289 -0.26 0.31 -0.14
H -1.1028 -4.0189 -3.2533 -0.05 0.20 -0.21
C -1.0451 -1.9323 -3.8411 0.69 0.64 1.98
C -1.1451 -3.7909 -5.4102 -0.03 -0.48 1.14
C 0.6690 2.3173 -3.8277 -0.48 -0.14 -0.23
C -1.1190 -3.3276 -4.0961 -0.12 -1.06 -0.96
H -4.3333 -1.7162 -0.2734 0.47 -0.32 0.08
C -1.1739 -1.0271 -4.9387 0.24 -0.01 -1.10
C -3.4946 -2.4118 -0.1252 0.39 -0.28 0.59
H -1.2645 0.0421 -4.7277 0.00 -0.32 -0.14
H 0.7228 1.3380 -4.3404 0.15 0.30 0.25
C 2.2589 -3.5876 -2.5752 0.04 0.08 -0.15
H -0.9780 2.6910 1.3840 0.01 0.08 -0.25
N 1.5248 1.6575 2.6368 -1.01 -0.35 0.29
C -0.6713 0.3144 3.5741 0.35 -0.05 -0.23
H -3.0283 -0.1294 0.2053 -0.02 0.45 0.06
H -1.5306 -0.2296 3.9631 0.17 0.13 -0.06
C -0.2120 1.4621 4.2387 0.21 0.31 0.04
H -0.3564 2.4694 -3.4480 0.42 0.03 0.03
H -3.4211 3.2993 -1.2249 0.16 -0.24 -0.22
P -1.6685 1.6778 -0.7300 -0.93 0.55 0.78
H 3.9445 -3.7420 -0.4232 -0.15 0.22 0.13
C -1.1045 3.0490 0.3553 0.43 0.21 -0.21
H -0.1389 3.4302 0.0006 -0.13 0.18 0.18
O -0.7438 -1.5053 -2.6292 -1.38 -1.03 -2.63
H 1.2027 4.8691 -2.4130 0.36 -0.21 0.10
H 1.6710 2.0077 -1.3114 -0.03 0.15 -0.33
H -3.0954 -1.8726 1.8987 -0.06 -0.37 -0.28
H -0.7069 1.8281 5.1341 0.12 -0.07 -0.19
H 4.1544 -1.9634 -0.3804 0.00 -0.29 0.12
C 1.0844 0.5524 1.9344 0.43 1.10 0.69
H -0.2495 -3.4486 -0.4537 0.24 -0.22 0.13
H -2.5202 1.0099 1.4602 -0.06 0.01 -0.31
H 1.0064 -4.7335 -0.4943 -0.05 0.31 0.21
H -2.2862 3.1286 -2.6028 -0.30 0.01 0.12
C -2.8367 2.5850 -1.8226 0.21 -0.13 -0.38
H 3.1325 -3.1768 -3.0984 -0.17 -0.24 0.01
H -1.8420 3.8620 0.3375 0.23 -0.18 0.12
H 2.3397 2.1480 2.2650 -0.26 -0.27 0.22
```
Forces are in eV/Å.

Here is what Mulliken gives for the atomic charges, in e: -0.38, -1.23, -1.24, 0.30, 0.45, -1.22, -0.51, 1.05, -1.06, 0.42, 0.84, 0.41, 0.41, 0.41, 0.44, 0.43, 0.46, -0.45, 0.24, 0.42, 0.43, -0.39, 0.52, 0.42, -0.70, 0.54, 0.40, 0.44, 0.25, -0.16, 0.44, -0.33, 0.35, 0.45, 0.53, -0.40, -1.17, -0.25, 0.40, -0.44, -0.76, 0.73, 0.48, -1.34, 0.21, 0.05, -0.29, -0.68, 0.46, -0.53, 0.15, 0.49, 0.98, 0.41, -1.05, 0.13, -0.50, 0.41, -0.09, 0.33, 0.44, 0.34, 0.24, 0.00, 0.41, 0.48, 0.35, -1.52, 0.39, 0.48, 0.26

=====

Record 2
ORCA calculation (wB97M-V/def2-TZVPD) on a structure of composition C22H42NP3SSeW in a non-equilibrium geometry.

- ⟨S²⟩: 2.08
- E_LUMO (alpha / beta): -15.2 / -14.8 eV
- Multiplicity: 3
- Net charge: +4

XYZ file:
```
71
Properties=species:S:1:pos:R:3:forces:R:3
C 5.9918 0.2746 -0.9061 -0.66 -0.30 -0.38
H 1.0371 1.4370 -3.1980 -0.11 0.30 0.06
H 5.1615 2.3733 2.9490 0.05 -0.51 -0.04
C -3.6246 -0.6993 3.4115 0.87 0.71 0.20
H 6.4687 0.5724 0.0262 0.01 -0.01 -0.52
H 7.5406 1.7418 2.7097 -0.74 -0.08 -0.54
H -1.6841 -2.9245 1.8212 0.15 -0.11 0.13
H 7.7161 0.4563 -2.1780 -0.20 -0.11 -0.10
C 4.6342 -0.0490 -0.8473 -0.07 0.30 0.54
H 7.1422 0.2065 1.7941 -0.74 0.57 0.58
H -3.2080 1.0277 -0.8379 0.08 -0.15 -0.33
H 4.0642 -0.8612 -4.0997 0.17 0.02 -0.20
H -3.3880 -2.1235 -1.2781 0.29 0.15 0.30
H 2.7725 2.3358 -0.7638 0.01 0.22 -0.02
C 2.1092 -2.5789 1.7040 0.13 0.38 0.16
H -0.6826 1.9014 -3.1613 0.26 0.10 -0.04
H 4.1039 -0.0094 0.1053 0.30 0.08 0.00
H -0.5149 -0.7399 -3.4498 -0.28 -0.12 0.13
W 0.4031 -0.0239 0.0963 0.75 0.67 2.38
H 1.2370 -3.5132 -1.1054 -0.16 -0.18 0.17
S -0.1767 0.8406 2.2271 0.73 0.08 -0.78
C 0.4816 -3.7023 -0.3337 -0.04 0.17 -0.08
H -0.5558 -2.4285 3.1013 0.17 -0.17 -0.14
C 1.9127 2.9852 -0.5670 0.29 -0.17 0.32
N -2.3214 -0.2935 3.3420 -0.29 0.07 -0.83
C -2.7152 0.5823 -1.7134 0.05 0.51 0.20
H 1.9650 3.8834 -1.1988 0.06 -0.19 0.18
H 0.5681 3.1654 -3.1212 -0.07 -0.22 0.02
H 4.6274 0.7338 2.2356 0.00 -0.01 -0.19
H -2.2789 1.3845 -2.3192 -0.23 -0.31 0.18
C 3.9513 -0.4251 -1.9978 0.43 0.09 -0.39
C 5.9742 -0.2174 -3.2929 -0.61 -0.05 0.61
H -4.9163 1.5957 1.2251 0.17 -0.21 0.36
H -5.5988 -0.3587 2.6767 0.21 0.04 -0.01
P 0.4988 -2.3458 0.9023 0.17 -2.98 0.26
H 2.2757 -3.6508 1.8845 -0.06 0.27 -0.03
C -0.6485 -2.9882 2.1653 -0.37 0.25 0.10
C 4.6092 -0.5367 -3.2247 -0.06 0.04 0.02
H -0.4038 -4.0417 2.3591 0.00 0.26 -0.05
C -4.1810 1.0467 1.8234 0.01 -0.25 0.59
C 6.7302 1.1241 2.2748 0.11 -0.15 0.63
H -2.0407 -1.6766 -3.3136 0.30 0.10 0.21
H -3.8225 -1.4965 4.1293 -0.18 0.23 -0.23
H 2.0919 -2.0408 2.6591 0.24 -0.12 -0.10
H -3.1599 -1.4717 0.3804 0.04 -0.12 -0.21
H -2.1464 -2.8225 -0.1980 -0.26 0.28 -0.18
C 5.4318 1.4212 2.4784 1.38 0.15 -0.07
C 6.6610 0.1934 -2.1352 -0.27 -0.02 -0.09
Se 2.0283 -0.8939 -1.8970 0.95 0.51 0.97
H -0.5596 4.3751 -0.8568 0.01 -0.29 -0.03
P 0.3600 2.1364 -0.9559 0.02 2.52 -1.95
H -1.6036 -0.7514 3.8997 -0.33 -0.08 0.12
C -1.8955 0.6706 2.4734 -1.28 -0.65 0.55
H 6.4595 -0.3034 -4.2566 0.14 0.05 0.11
H 1.9098 3.2761 0.4908 0.11 0.03 -0.19
C -4.5580 -0.0428 2.6271 -0.40 0.06 -0.12
C -1.0857 -1.4355 -2.8191 0.41 0.06 0.09
H 2.9104 -2.1889 1.0695 0.07 -0.15 0.18
C 0.3138 2.1506 -2.7877 0.04 -0.02 0.03
H -1.0050 3.4449 0.5841 0.16 0.08 -0.20
H -0.5031 -3.7894 -0.8017 0.24 -0.10 0.00
P -1.4835 -0.6607 -1.1848 -2.25 -1.14 -2.24
H -2.4689 2.2819 1.2513 -0.32 -0.11 -0.16
C -0.8849 3.3867 -0.5030 -0.37 -0.09 0.20
C -2.6455 -1.8929 -0.4942 0.15 -0.14 0.44
H 0.7116 -4.6500 0.1749 -0.03 0.29 -0.11
H -3.4678 0.0534 -2.3239 0.30 0.16 0.27
H -0.4953 -2.3557 -2.7076 -0.25 0.22 0.03
H -1.8501 3.1494 -0.9639 0.17 0.15 0.10
C -2.8399 1.4269 1.7995 0.37 -0.18 -0.09
H 2.2280 -0.4062 -0.3751 0.07 -0.67 -0.72
```
Forces are in eV/Å.

Here is what Mulliken gives for the atomic charges, in e: -0.18, 0.25, 0.24, -0.30, -0.04, 0.28, 0.32, 0.46, 0.36, 0.35, 0.06, 0.44, 0.62, 0.31, -1.17, 0.32, 0.03, 0.41, 0.13, 0.27, -0.30, -1.29, 0.29, -1.19, 0.00, -1.08, 0.55, 0.56, 0.14, 0.30, 0.78, -0.68, 0.53, 0.49, 0.81, 0.52, -1.18, -0.69, 0.57, -0.21, -0.59, 0.59, 0.51, 0.43, 0.15, 0.31, -0.27, -0.69, 0.18, 0.58, 1.05, 0.39, 0.41, 0.45, 0.43, -0.63, -1.57, 0.32, -1.18, 0.54, 0.35, 0.94, 0.43, -1.41, -1.11, 0.60, 0.61, 0.34, 0.41, -0.63, -0.03

=====

Record 3
ORCA calculation (wB97M-V/def2-TZVPD) on a structure of composition C22H42NP3STm in a non-equilibrium geometry.

- ⟨S²⟩: 2.00
- E_LUMO (alpha / beta): -11.9 / -11.8 eV
- Multiplicity: 3
- Net charge: +3

XYZ file:
```
70
Properties=species:S:1:pos:R:3:forces:R:3
C -0.6234 -2.8892 -3.0882 0.59 -1.06 0.32
H 1.7108 -6.0168 -3.1083 -0.42 0.41 -0.01
H 0.3583 1.2131 -3.2064 -0.81 -0.16 0.91
C 1.5979 -3.8617 -3.2207 -0.18 0.33 0.13
C 2.5251 2.6248 1.3515 -0.75 0.88 0.88
S -1.8043 -1.6370 -3.4051 0.40 1.40 -0.09
C 1.5424 2.4343 -1.8549 0.70 -1.25 -5.84
H -0.6209 3.7332 1.4727 0.35 0.16 0.07
H -3.4357 1.0762 1.8169 0.28 0.06 0.34
C -2.6477 2.2401 -2.8604 0.63 0.03 -0.31
C 3.6383 -1.6446 -0.3290 0.03 0.36 -0.55
H 4.4092 -1.9642 0.3889 -0.38 0.02 -0.24
H -0.9019 -0.2013 4.1792 0.25 0.00 -0.14
C -0.2131 -0.0906 3.3318 0.20 0.08 0.02
H 0.4884 -2.8496 -0.0723 0.18 -0.19 0.15
C -3.5099 0.4760 -0.8781 0.36 -0.63 0.07
H 1.0104 3.3700 -2.1312 0.04 -0.63 0.59
C -1.1719 -4.1610 -2.8470 1.03 -0.05 -0.37
C 0.4200 3.6348 1.7929 0.89 -0.19 0.24
H 3.4214 -2.4655 -1.0286 0.06 0.34 0.15
C -2.0700 -1.5642 1.8383 0.02 -0.11 -0.29
H -1.3627 -2.3830 1.6578 -0.26 0.19 0.01
H 1.7871 0.3345 -2.4276 -0.62 0.52 0.61
H 0.7921 -2.9163 1.6897 0.19 0.09 -0.30
H 0.3926 0.8161 3.4717 -0.08 -0.26 0.15
C 3.0410 3.1344 2.5404 0.43 -0.66 -0.92
C -0.3272 -5.2692 -2.9286 -0.23 -0.01 0.75
H -3.3970 2.8541 0.7165 0.13 0.14 -0.29
H 0.2220 4.7516 3.5935 0.37 -0.07 -0.03
C 2.8170 -0.9583 2.2558 -0.09 0.67 0.17
N 1.2385 2.9001 0.9962 0.02 -0.31 0.15
H 2.6561 -1.8707 2.8454 0.12 0.23 -0.21
C -2.5391 1.1368 2.4426 0.06 0.24 0.02
H 3.8917 -0.7526 2.1842 -0.25 -0.08 0.04
H 4.0660 2.8748 2.7988 -0.22 0.26 0.13
Tm 0.4733 1.2246 -0.2349 -2.56 -2.64 5.19
H -1.9834 3.0480 -3.1857 -0.16 -0.09 -0.18
P -1.2090 0.0539 1.8103 -0.65 -0.54 0.69
H -4.0399 0.6134 0.0718 0.24 -0.05 -0.32
H 3.1087 1.9922 0.6786 -0.01 0.17 0.14
H -2.5573 1.3841 -3.5427 0.07 0.26 0.15
H 2.6384 2.5505 -1.7317 -0.66 -0.25 1.19
H -2.1801 2.1733 2.4839 -0.26 -0.19 0.11
H 2.6662 -3.7374 -3.3795 -0.12 -0.05 0.10
H -0.7692 -6.2499 -2.8187 0.08 -0.09 0.02
H -2.3612 3.9808 -0.2009 -0.34 0.14 0.02
H -2.7815 0.8018 3.4598 -0.04 0.13 -0.26
C 1.2640 -2.7874 0.7049 -0.58 0.20 -0.30
C 0.7756 -2.7225 -3.2176 -0.77 -0.27 0.13
H -2.6520 -2.0065 -2.4603 -0.38 -0.17 0.24
C 0.9082 4.1727 2.9757 -0.67 0.06 -0.33
H 4.0280 -0.7843 -0.8888 0.12 -0.30 0.02
H 2.3447 -0.1133 2.7678 0.25 -0.26 0.09
H 1.9814 -3.6056 0.5384 -0.14 0.39 0.13
H -3.6841 2.6140 -2.8808 0.41 -0.23 0.11
H 2.6202 4.3315 4.2762 -0.14 -0.11 -0.41
H -3.9242 3.4480 -0.8811 0.23 -0.08 0.18
H -2.8611 -1.5927 1.0787 0.22 -0.07 0.21
C 2.2313 3.9294 3.3337 -0.03 0.25 0.72
C 1.0758 1.2002 -2.3789 3.66 3.39 -3.35
C 1.0548 -5.1375 -3.0726 0.07 0.22 -0.38
H -3.0380 -0.5133 -0.9040 -0.34 0.14 0.04
H -2.5295 -1.6997 2.8293 0.16 0.08 -0.27
P 2.1080 -1.1460 0.5638 0.64 -1.17 0.50
C -3.0579 3.1387 -0.2839 0.58 0.42 0.32
H 1.2075 -1.7170 -3.3059 -0.20 -0.46 -0.29
P -2.2033 1.7583 -1.1446 -2.19 0.18 -0.37
H -4.2572 0.5228 -1.6819 0.30 0.09 0.14
H -2.2373 -4.2647 -2.6308 0.33 -0.13 -0.38
H 0.4386 -0.9698 3.2739 -0.18 0.27 0.13
```
Forces are in eV/Å.

Here is what Mulliken gives for the atomic charges, in e: 0.71, 0.43, 0.37, -0.58, -0.02, -0.15, -0.39, 0.39, 0.30, -1.31, -1.26, 0.47, 0.56, -1.08, 0.24, -0.63, 0.32, -0.48, -0.03, 0.31, -1.28, 0.30, 0.23, 0.43, 0.21, -0.95, -0.65, 0.39, 0.48, -1.39, 0.04, 0.45, -1.36, 0.51, 0.49, 0.10, 0.44, 0.75, 0.52, 0.58, 0.31, 0.38, 0.31, 0.52, 0.40, 0.42, 0.60, -1.34, -0.44, 0.11, -0.76, 0.39, 0.18, 0.50, 0.53, 0.44, 0.44, 0.37, -0.19, -0.25, -0.59, -0.50, 0.43, 1.15, -1.44, 0.34, 1.02, 0.49, 0.39, 0.29

=====

Energy relative to the best compared isomer or geometry (same formula, charge and spin) in eV, matching the order above: 0.0000 1.3947 0.0000